A molecular structure, C9H24N6O12Zr, computed with ωB97M-V/def2-TZVPD.

```
! wB97M-V def2-TZVPD RIJCOSX def2/J DEFGRID3
* xyz 3 2
Zr 2.522 -12.976 -0.423
C 1.891 -11.165 -4.229
C 0.924 -11.536 -3.295
C -0.565 -11.153 -3.459
O -1.486 -11.566 -2.606
C -1.010 -10.387 -4.494
C -0.090 -9.841 -5.447
C 1.462 -10.358 -5.361
O 2.239 -9.971 -6.218
O -0.424 -9.005 -6.309
O 1.480 -12.247 -2.367
H 2.920 -11.493 -4.233
H -2.041 -10.065 -4.486
C -0.678 -15.069 -0.927
O 0.471 -14.527 -0.863
N -0.966 -16.311 -0.586
N -1.656 -14.474 -1.496
H -0.223 -16.916 -0.267
H -1.917 -16.571 -0.805
H -2.563 -14.917 -1.456
H -1.552 -13.528 -1.833
C -0.228 -11.465 1.035
O 0.605 -12.205 0.517
N -1.262 -11.051 0.401
N -0.224 -11.062 2.235
H -1.454 -11.332 -0.551
H -1.815 -10.296 0.782
H 0.406 -11.433 2.933
H -1.019 -10.613 2.667
C 5.614 -14.727 0.064
O 4.580 -14.145 0.004
N 6.736 -14.263 0.527
N 5.854 -15.925 -0.443
H 6.721 -13.261 0.653
H 7.638 -14.672 0.326
H 5.155 -16.429 -0.970
H 6.824 -16.203 -0.470
O 2.531 -10.681 -0.372
H 2.494 -10.175 0.440
H 2.342 -10.043 -1.061
O 3.432 -12.202 1.530
H 3.616 -11.345 1.914
H 3.779 -12.829 2.165
O 2.212 -14.507 1.085
H 1.946 -14.313 1.984
H 2.039 -15.443 0.980
O 2.789 -14.723 -1.819
H 2.506 -14.680 -2.732
H 3.106 -15.619 -1.707
O 4.227 -12.351 -1.692
H 4.354 -12.880 -2.479
H 4.934 -11.706 -1.719
*
```

Summary:
Gap between HOMO and LUMO (spin up / spin down) (eV): 6.17 / 6.08
LUMO (spin up / spin down) (Eh): -0.3645 / -0.3645
Electronic energy (a.u.): -1634.99483

A molecular structure, C9H25IP2V, computed with ωB97M-V/def2-TZVPD.

```
! wB97M-V def2-TZVPD RIJCOSX def2/J DEFGRID3
* xyz 2 2
C -1.017 -0.383 -2.709
C -1.642 -1.445 -1.392
H -1.898 0.166 -3.054
H -0.696 -1.070 -3.504
H -0.195 0.354 -2.466
H -1.143 -1.418 -0.360
H -2.706 -1.190 -1.317
H -1.554 -2.458 -1.814
V -0.095 -0.288 -0.935
C 1.217 -1.888 -1.574
H 0.800 -2.864 -1.274
H 2.269 -1.811 -1.249
H 1.172 -1.801 -2.679
I -1.832 3.141 -2.011
C -2.928 1.326 0.525
P -1.257 1.556 -0.174
C -0.534 2.779 0.977
C 1.731 0.944 -0.812
C 2.089 0.496 0.598
P 0.827 -0.788 1.161
C 1.905 -2.179 1.605
C 0.313 -0.209 2.800
H -3.319 2.279 0.903
H -2.866 0.599 1.348
H -3.603 0.935 -0.243
H -0.629 2.432 2.012
H 0.527 2.942 0.757
H -1.062 3.732 0.866
H 2.399 0.535 -1.587
H 1.587 2.022 -0.930
H 3.074 -0.001 0.658
H 2.094 1.308 1.342
H 2.136 -2.146 2.677
H 1.378 -3.112 1.385
H 2.841 -2.155 1.036
H 1.182 0.149 3.367
H -0.441 0.582 2.748
H -0.124 -1.071 3.319
*
```

Summary:
Gap between HOMO and LUMO (spin up / spin down) (eV): 6.44 / 7.50
LUMO (spin up / spin down) (Eh): -0.3553 / -0.3192
Electronic energy (a.u.): -2281.51967

C9H25NSi2 in the gas phase, computed with ωB97M-V/def2-TZVPD.

```
! wB97M-V def2-TZVPD RIJCOSX def2/J DEFGRID3
* xyz 0 1
N 0.161 0.199 -1.149
C 0.694 0.806 -2.366
C 0.382 2.867 0.241
C 1.662 1.454 2.676
C 3.400 2.225 0.229
C -3.331 -2.391 -1.099
C -2.259 -0.662 1.037
C -1.030 -3.413 0.625
C 1.155 0.076 -0.035
C -0.554 -1.053 -1.532
Si 1.695 1.655 0.777
Si -1.726 -1.886 -0.241
H -0.128 1.173 -2.971
H 1.293 1.693 -2.114
H 1.275 0.103 -2.922
H 0.572 3.450 -0.655
H -0.575 2.352 0.194
H 0.286 3.548 1.100
H 0.676 1.430 3.086
H 2.164 0.531 2.933
H 2.165 2.244 3.200
H 4.135 1.762 0.907
H 3.688 2.045 -0.804
H 3.273 3.264 0.419
H -3.949 -2.969 -0.411
H -3.223 -3.056 -1.921
H -3.820 -1.472 -1.403
H -1.521 0.122 1.144
H -3.179 -0.203 0.644
H -2.412 -1.148 1.978
H -1.290 -4.293 0.021
H -1.516 -3.492 1.613
H 0.059 -3.333 0.732
H 2.019 -0.455 -0.446
H 0.696 -0.523 0.738
H -1.129 -0.852 -2.425
H 0.191 -1.795 -1.804
*
```

Summary:
SMILES: CN(C[Si](C)(C)C)C[Si](C)(C)C
Gap between HOMO and LUMO (eV): 8.86
LUMO (Eh): 0.0312
Energy above the lowest of the compared OMol25 structures with the same formula, charge and spin (kcal/mol): 0.0
Electronic energy (a.u.): -991.66949

A molecular structure, C9H26BrCuN4O3, computed with ωB97M-V/def2-TZVPD.

```
! wB97M-V def2-TZVPD RIJCOSX def2/J DEFGRID3
* xyz 1 2
Cu 0.328 -0.720 0.306
Br 1.422 -2.929 0.537
C 2.409 0.008 -2.176
O 1.411 -0.377 -1.539
N 2.440 1.178 -2.877
N 3.522 -0.782 -2.219
H 1.811 1.922 -2.634
H 3.281 1.441 -3.360
H 3.402 -1.707 -1.837
H 4.331 -0.562 -2.770
C 2.127 2.761 2.406
C 1.144 1.792 1.780
C 0.550 2.339 0.505
O -0.358 1.350 -0.011
C -0.977 1.754 -1.216
N 1.720 0.461 1.494
H 2.567 2.370 3.321
H 1.648 3.717 2.629
H 2.940 3.003 1.713
H 0.276 1.632 2.428
H 1.301 2.570 -0.265
H -0.032 3.245 0.693
H -1.767 1.045 -1.446
H -0.259 1.758 -2.039
H -1.433 2.742 -1.108
H 2.108 0.078 2.356
H 2.562 0.598 0.928
C -3.448 -2.265 1.989
C -2.201 -1.939 1.196
C -2.492 -1.830 -0.288
O -1.290 -1.572 -0.975
C -1.334 -1.893 -2.360
N -1.467 -0.744 1.673
H -3.243 -2.249 3.060
H -3.855 -3.239 1.721
H -4.253 -1.539 1.818
H -1.483 -2.761 1.309
H -3.214 -1.023 -0.483
H -2.912 -2.795 -0.583
H -1.731 -2.898 -2.508
H -0.315 -1.839 -2.728
H -1.973 -1.180 -2.893
H -1.141 -0.946 2.619
H -2.120 0.024 1.838
*
```

Summary:
Gap between HOMO and LUMO (spin up / spin down) (eV): 9.51 / 7.44
LUMO (spin up / spin down) (Eh): -0.0822 / -0.1550
Energy above the lowest of the compared OMol25 structures with the same formula, charge and spin (kcal/mol): 0.0
Electronic energy (a.u.): -5017.62040

A molecular structure, C9H26BrN4O3, computed with ωB97M-V/def2-TZVPD.

```
! wB97M-V def2-TZVPD RIJCOSX def2/J DEFGRID3
* xyz -1 1
Br -1.803 -0.460 1.274
C -1.211 2.501 -0.305
O -0.951 3.457 -1.022
N -2.368 2.297 0.126
N -0.434 1.581 0.133
H -3.126 2.938 -0.064
H -2.615 1.419 0.559
H -0.773 1.018 0.900
H 0.534 1.567 -0.155
C 0.600 -3.240 -1.546
C -0.503 -2.617 -2.404
C -0.155 -1.236 -2.995
O -0.210 -0.012 -2.215
C -1.390 0.106 -1.372
N -0.761 -3.689 -3.356
H 0.483 -4.305 -1.344
H 0.835 -2.668 -0.648
H 1.554 -3.190 -2.071
H -1.472 -2.531 -1.911
H -0.950 -1.098 -3.728
H 0.744 -1.394 -3.591
H -2.227 -0.535 -1.650
H -1.752 1.133 -1.331
H -1.225 -0.115 -0.318
H -1.210 -4.428 -2.835
H 0.106 -3.866 -3.844
C 1.253 -0.005 0.644
C 1.085 0.193 2.111
C 0.540 1.555 2.478
O 1.276 2.733 2.136
C 2.417 3.096 3.016
N 0.249 -0.842 2.545
H 1.349 0.802 -0.083
H 0.490 -0.647 0.205
H 2.243 -0.451 0.543
H 2.098 0.046 2.485
H 0.136 1.620 3.488
H -0.482 1.555 2.099
H 3.153 2.295 3.094
H 2.060 3.316 4.022
H 2.989 3.919 2.588
H 0.114 -1.331 1.671
H -0.689 -0.488 2.671
*
```

Summary:
Gap between HOMO and LUMO (eV): 7.17
LUMO (Eh): 0.1169
Energy above the lowest of the compared OMol25 structures with the same formula, charge and spin (kcal/mol): 245.9
Electronic energy (a.u.): -3376.99048

5 unconnected molecules or ions with the total composition C9H26Cl2O8, computed with ωB97M-V/def2-TZVPD.

```
! wB97M-V def2-TZVPD RIJCOSX def2/J DEFGRID3
* xyz 0 1
C -27.143 -2.938 11.012
C -28.363 -2.068 10.532
O -29.554 -2.926 10.231
O -26.578 -3.616 9.909
H -27.367 -3.704 11.754
H -26.345 -2.306 11.403
H -28.164 -1.643 9.549
H -28.686 -1.320 11.256
H -29.213 -3.807 10.056
H -26.215 -4.438 10.246
C -17.242 -3.212 2.914
C -15.904 -2.736 2.220
O -15.687 -1.394 2.564
O -17.505 -4.574 2.588
H -18.058 -2.648 2.460
H -17.313 -3.000 3.981
H -15.906 -2.954 1.152
H -15.069 -3.322 2.605
H -14.765 -1.284 2.321
H -17.659 -4.504 1.643
C -20.268 -7.114 8.339
C -20.656 -7.719 9.681
O -21.865 -8.465 9.573
O -19.545 -7.995 7.510
H -19.729 -6.176 8.477
H -21.127 -6.709 7.805
H -20.719 -6.891 10.388
H -19.778 -8.320 9.916
H -21.582 -9.273 9.137
H -19.417 -7.482 6.709
C -27.003 -3.315 2.245
C -27.316 -4.670 2.878
O -27.503 -5.732 1.924
O -25.619 -3.222 1.929
H -27.288 -2.508 2.920
H -27.553 -3.174 1.314
H -28.293 -4.535 3.344
H -26.630 -4.948 3.679
H -26.692 -5.835 1.420
H -25.505 -2.523 1.281
C -22.415 -0.636 7.128
Cl -21.727 0.627 6.137
Cl -21.370 -0.799 8.608
H -23.419 -0.339 7.433
H -22.535 -1.571 6.579
*
```

Summary:
SMILES: ClCCl.OCCO.OCCO.OCCO.OCCO
Gap between HOMO and LUMO (eV): 10.43
LUMO (Eh): 0.0075
Energy above the lowest of the compared OMol25 structures with the same formula, charge and spin (kcal/mol): 42.3
Electronic energy (a.u.): -1880.67803

A molecular structure, C9H26FeN2O7, computed with ωB97M-V/def2-TZVPD.

```
! wB97M-V def2-TZVPD RIJCOSX def2/J DEFGRID3
* xyz 0 5
O 0.802 -4.268 -1.330
H 0.480 -4.114 -2.253
Fe 0.040 -0.231 -0.351
N 1.466 0.966 0.219
N -0.754 1.819 -0.606
O 2.671 0.539 0.823
O -1.817 2.250 -1.423
C 1.453 2.262 -0.091
C 0.218 2.736 -0.615
C 2.628 3.148 0.112
C 0.016 4.098 -1.175
H 3.516 2.530 0.277
H 2.465 3.800 0.987
H 2.783 3.797 -0.765
H -1.054 4.297 -1.298
H 0.505 4.215 -2.159
H 0.457 4.852 -0.505
H 2.639 -0.445 0.812
H -2.379 1.458 -1.487
O -1.197 0.944 2.067
H -0.292 0.685 2.344
H -1.075 1.655 1.386
C 0.140 -0.588 -2.269
H 0.522 -1.618 -2.263
H 0.799 0.081 -2.841
H -0.828 -0.563 -2.784
O 3.183 -2.701 0.080
H 2.877 -3.573 -0.275
H 3.025 -2.112 -0.686
C 0.693 -1.820 2.309
O 0.262 -1.692 0.897
C -0.759 -2.673 0.541
C -2.171 -2.114 0.726
O -2.320 -0.878 0.007
C -3.519 -0.116 0.212
H 1.185 -2.803 2.389
H -0.204 -1.729 2.951
H 1.421 -1.013 2.485
H -0.551 -2.972 -0.502
H -0.616 -3.566 1.176
H -2.355 -1.963 1.805
H -2.912 -2.818 0.316
H -4.034 -0.084 -0.764
H -4.172 -0.577 0.976
H -3.238 0.899 0.542
*
```

Summary:
Gap between HOMO and LUMO (spin up / spin down) (eV): 4.49 / 4.19
LUMO (spin up / spin down) (Eh): -0.0535 / -0.0647
Energy above the lowest of the compared OMol25 structures with the same formula, charge and spin (kcal/mol): 0.0
Electronic energy (a.u.): -2258.13385

A molecular structure, C9H26InO2, computed with ωB97M-V/def2-TZVPD.

```
! wB97M-V def2-TZVPD RIJCOSX def2/J DEFGRID3
* xyz -1 1
C -2.606 3.510 2.085
C -3.272 2.166 1.808
C -2.336 1.207 1.056
In -2.680 1.174 -1.138
C -1.313 -0.189 -2.241
C -1.740 -0.367 -3.697
H -3.311 4.280 2.411
H -1.828 3.413 2.847
H -2.116 3.870 1.176
H -4.199 2.348 1.251
H -3.599 1.722 2.759
H -2.427 0.187 1.445
H -1.295 1.499 1.244
H -4.366 0.668 -1.425
H -2.422 2.811 -1.800
H -1.252 -1.166 -1.748
H -0.305 0.240 -2.204
H -1.931 0.593 -4.188
H -2.670 -0.938 -3.775
H -1.002 -0.893 -4.324
C 1.925 -2.256 -2.130
C 2.195 -1.093 -1.204
O 3.579 -1.003 -0.827
H 2.212 -3.196 -1.657
H 0.864 -2.285 -2.380
H 2.485 -2.148 -3.063
H 1.648 -1.209 -0.270
H 1.868 -0.155 -1.657
H 4.101 -0.877 -1.624
C 2.049 -0.964 2.786
C 3.453 -1.537 2.848
O 3.788 -2.294 1.701
H 1.314 -1.759 2.652
H 1.809 -0.423 3.704
H 1.949 -0.262 1.956
H 3.546 -2.221 3.695
H 4.178 -0.728 3.008
H 3.707 -1.725 0.920
*
```

Summary:
Gap between HOMO and LUMO (eV): 6.94
LUMO (Eh): 0.0999
Energy above the lowest of the compared OMol25 structures with the same formula, charge and spin (kcal/mol): 0.0
Electronic energy (a.u.): -699.04575

A molecular structure, C9H27B3N2O7, computed with ωB97M-V/def2-TZVPD.

```
! wB97M-V def2-TZVPD RIJCOSX def2/J DEFGRID3
* xyz 0 1
O 2.232 3.311 -1.693
O 2.875 2.839 -0.508
C 3.460 1.574 -0.809
B 4.950 1.698 -1.280
O 5.918 0.749 -1.017
B 6.670 0.424 -2.132
O 7.034 1.443 -2.986
B 5.984 2.316 -3.200
O 5.323 2.778 -2.084
H 2.906 3.911 -2.044
H 2.906 1.140 -1.650
H 3.345 0.870 0.016
H 6.914 -0.708 -2.390
H 5.592 2.544 -4.299
C -1.100 -0.821 3.620
C -0.616 -0.253 2.290
C 0.180 -1.250 1.438
O 1.509 -1.460 1.875
C 1.663 -2.379 2.939
N 0.138 0.976 2.540
H -0.292 -0.883 4.349
H -1.866 -0.171 4.044
H -1.529 -1.817 3.496
H -1.503 0.013 1.707
H 0.269 -0.835 0.430
H -0.349 -2.209 1.347
H 0.933 -3.191 2.871
H 1.572 -1.896 3.914
H 2.665 -2.800 2.861
H 0.358 1.418 1.652
H 1.040 0.705 2.921
C -2.496 -0.916 -1.049
C -3.595 -0.688 -2.080
C -4.598 0.401 -1.678
O -5.528 0.014 -0.688
C -5.073 0.105 0.648
N -4.240 -1.969 -2.377
H -2.863 -1.488 -0.196
H -1.676 -1.484 -1.489
H -2.094 0.031 -0.681
H -3.119 -0.340 -3.002
H -5.198 0.652 -2.557
H -4.075 1.316 -1.367
H -4.400 0.958 0.781
H -4.563 -0.807 0.971
H -5.948 0.248 1.280
H -4.888 -1.853 -3.149
H -4.825 -2.216 -1.584
*
```

Summary:
Gap between HOMO and LUMO (eV): 9.61
LUMO (Eh): 0.0139
Energy above the lowest of the compared OMol25 structures with the same formula, charge and spin (kcal/mol): 0.0
Electronic energy (a.u.): -1069.94984

A molecular structure, C9H27BiClIOP2S, computed with ωB97M-V/def2-TZVPD.

```
! wB97M-V def2-TZVPD RIJCOSX def2/J DEFGRID3
* xyz 2 1
C 0.346 -0.997 0.726
I -0.585 1.360 -1.020
H 0.600 -1.915 1.278
H -0.240 -0.331 1.351
H 1.251 -0.522 0.366
Bi -0.856 -2.457 -0.851
P -2.741 -0.970 0.918
C -2.591 0.613 1.850
C -4.302 -0.685 0.015
H -5.128 -0.667 0.741
H -4.308 -1.864 2.528
H -4.460 -1.500 -0.704
H -3.191 -3.136 1.911
H -2.594 1.460 1.148
H -4.237 0.273 -0.517
C -3.265 -2.095 2.258
H -3.439 0.699 2.547
H -2.615 -1.949 3.134
H -1.657 0.638 2.426
P 1.718 -1.477 -2.031
C 2.727 0.020 -1.673
C 2.978 -2.789 -1.895
H 0.809 -2.086 -4.193
H 2.501 -1.500 -4.321
H 1.149 -0.326 -4.085
C 1.525 -1.329 -3.840
H 2.479 -3.770 -1.844
H 3.637 -2.755 -2.781
H 3.755 -0.137 -2.042
H 2.770 0.242 -0.598
H 3.579 -2.629 -0.984
H 2.288 0.890 -2.185
Cl -0.526 -4.672 0.192
C 0.757 3.976 2.472
S 0.943 2.710 1.222
C 1.598 3.680 -0.143
O 2.008 1.783 1.691
H 0.776 4.962 1.997
H 1.585 3.836 3.171
H -0.210 3.801 2.957
H 2.635 3.368 -0.304
H 0.985 3.512 -1.034
H 1.546 4.733 0.146
*
```

Summary:
Gap between HOMO and LUMO (spin up / spin down) (eV): 4.77 / 3.12
LUMO (spin up / spin down) (Eh): -0.3643 / -0.3962
Energy above the lowest of the compared OMol25 structures with the same formula, charge and spin (kcal/mol): 58.3
Electronic energy (a.u.): -2487.02342

A molecular structure, C9H27ClIOP2RuS, computed with ωB97M-V/def2-TZVPD.

```
! wB97M-V def2-TZVPD RIJCOSX def2/J DEFGRID3
* xyz 3 5
C -0.722 -0.093 -2.865
I -2.649 -0.078 -1.183
H 0.347 -0.055 -2.576
H -0.984 0.790 -3.445
H -0.945 -1.039 -3.344
Ru -0.221 0.078 -0.296
P 0.244 2.350 -0.605
C -1.302 3.309 -0.698
C 1.172 3.230 0.703
H 1.505 4.194 0.295
H 1.499 3.647 -2.203
H 2.046 2.638 0.992
H 2.038 1.940 -2.173
H -1.762 3.325 0.298
H 0.539 3.401 1.583
C 1.162 2.603 -2.158
H -1.084 4.333 -1.025
H 0.520 2.375 -3.017
H -1.995 2.831 -1.399
P 0.248 -2.184 -0.174
C -1.192 -3.307 -0.209
C 1.198 -2.613 -1.674
H 2.009 -2.154 1.494
H 1.694 -3.798 0.869
H 0.609 -3.093 2.096
C 1.227 -2.868 1.219
H 2.084 -1.968 -1.715
H 1.511 -3.665 -1.624
H -0.839 -4.317 -0.457
H -1.917 -2.967 -0.960
H 0.587 -2.445 -2.570
H -1.686 -3.327 0.772
Cl 2.312 0.150 -0.085
C 0.642 0.077 2.932
S -0.728 0.438 1.836
C -1.954 -0.753 2.329
O -1.296 1.756 2.262
H 0.546 -0.919 3.380
H 0.547 0.852 3.703
H 1.583 0.172 2.377
H -2.498 -0.232 3.126
H -2.615 -0.949 1.482
H -1.478 -1.667 2.708
*
```

Summary:
Gap between HOMO and LUMO (spin up / spin down) (eV): 7.19 / 3.92
LUMO (spin up / spin down) (Eh): -0.4377 / -0.5888
Energy above the lowest of the compared OMol25 structures with the same formula, charge and spin (kcal/mol): 0.0
Electronic energy (a.u.): -2366.76845

Number 1: strongest force on any atom 6.5 eV/A. Number 2: strongest force on any atom 8.5 eV/A. Number 3: strongest force on any atom 2.1 eV/A. Number 4: strongest force on any atom 1.2 eV/A. Number 5: strongest force on any atom 9.1 eV/A. Number 6: strongest force on any atom 2.6 eV/A. Number 7: strongest force on any atom 3.0 eV/A. Number 8: strongest force on any atom 0.2 eV/A. Number 9: strongest force on any atom 1.2 eV/A. Number 10: strongest force on any atom 1.9 eV/A. Number 11: strongest force on any atom 4.3 eV/A.